Entry 1:
67
Properties=species:S:1:pos:R:3 method="wB97M-V/def2-TZVPD" homo_lumo_gap_ev=6.6 e_tot_ha=-9401.0578 multiplicity=1 total_charge=+1 max_force_ev_per_a=5.93 mol_weight_g_mol=784.142
C 3.953 0.428 3.154
C 4.684 1.085 1.874
O 5.940 0.978 1.852
O 3.981 1.728 0.787
C 4.148 3.151 0.831
O 5.040 3.736 1.479
C 3.108 4.086 0.016
C 1.712 3.270 -0.065
C 0.764 3.373 1.189
I 1.213 4.538 2.961
C -0.578 2.578 1.103
C -0.932 1.763 -0.204
C -2.350 1.025 -0.204
C -2.354 -0.012 1.030
C -3.093 -1.408 0.740
C -4.539 -1.434 1.475
C -2.200 -2.716 1.010
C -1.347 -2.691 2.375
C 0.104 -3.290 2.064
C 1.177 -2.616 1.431
C 2.464 -3.502 0.977
C 1.257 -1.054 1.105
C 0.098 1.757 -1.357
C -0.248 0.957 -2.692
C 0.586 -0.408 -2.897
O -0.241 -1.285 -3.740
C -0.420 -2.523 -2.993
O 0.462 -3.397 -3.094
N 1.349 2.499 -1.241
N 2.302 2.511 -2.271
H 3.063 1.056 3.523
H 3.551 -0.613 2.842
H 4.725 0.245 3.989
H 3.493 4.372 -1.025
H 3.008 5.050 0.633
H -1.282 2.613 2.016
H -2.589 0.446 -1.157
H -3.139 1.849 -0.009
H -2.874 0.530 1.912
H -1.260 -0.149 1.375
H -3.338 -1.414 -0.395
H -5.012 -0.400 1.246
H -5.264 -2.196 0.991
H -4.473 -1.575 2.606
H -2.940 -3.605 1.075
H -1.527 -2.940 0.110
H -1.858 -3.447 3.089
H -1.346 -1.693 2.929
H 0.289 -4.395 2.342
H 2.149 -4.591 1.108
H 2.689 -3.304 -0.141
H 3.368 -3.220 1.639
H 2.286 -0.832 0.616
H 1.232 -0.390 2.050
H 0.481 -0.714 0.316
H -1.363 0.708 -2.800
H 0.014 1.650 -3.581
H 0.869 -0.944 -1.928
H 1.503 -0.143 -3.553
H -1.353 -2.578 -2.337
H 2.378 1.582 -2.708
H 2.003 3.212 -2.980
C -4.708 0.615 -4.195
Br -6.049 -0.755 -4.482
Br -5.109 1.702 -2.638
Br -2.919 -0.134 -4.111
H -4.737 1.276 -5.060

Entry 2:
50
Properties=species:S:1:pos:R:3 method="wB97M-V/def2-TZVPD" homo_lumo_gap_ev=7.1 e_tot_ha=-1508.5915 multiplicity=1 e_above_lowest_kj_mol=88.28 total_charge=0 max_force_ev_per_a=4.03 mol_weight_g_mol=447.947
Rb 0.107 -0.520 -0.640
C -2.900 -2.320 0.710
C -3.622 -0.975 0.553
N -2.720 0.050 0.050
C -2.781 1.357 0.688
C -2.202 1.354 2.109
S -0.491 0.747 2.176
C -0.607 -0.763 3.180
C -1.677 -1.776 2.779
N -1.615 -2.153 1.374
H -2.702 -2.726 -0.286
H -3.573 -3.028 1.213
H -4.007 -0.655 1.523
H -4.502 -1.117 -0.081
H -2.775 0.144 -0.952
H -3.800 1.762 0.738
H -2.189 2.041 0.075
H -2.809 0.757 2.793
H -2.208 2.372 2.496
H -0.726 -0.500 4.232
H 0.383 -1.212 3.066
H -2.662 -1.357 2.985
H -1.586 -2.641 3.447
H -1.017 -2.954 1.240
O 2.246 0.181 -1.310
N 2.319 1.230 -1.996
N 1.204 1.790 -2.327
O -0.010 1.373 -2.013
C 1.315 3.010 -3.113
C 0.135 3.663 -3.419
C 0.171 4.845 -4.155
C 1.377 5.372 -4.585
C 2.556 4.701 -4.274
C 2.535 3.524 -3.542
H -0.793 3.235 -3.075
H -0.758 5.352 -4.388
H 1.403 6.293 -5.157
H 3.508 5.099 -4.605
H 3.451 3.005 -3.298
C 3.754 -4.194 1.902
C 3.919 -2.821 1.845
C 2.903 -2.051 1.299
N 1.763 -2.570 0.831
C 1.623 -3.898 0.882
C 2.583 -4.749 1.407
H 4.529 -4.826 2.318
H 4.823 -2.347 2.206
H 3.010 -0.973 1.208
H 0.702 -4.308 0.470
H 2.417 -5.819 1.419

Entry 3:
119
Properties=species:S:1:pos:R:3 method="wB97M-V/def2-TZVPD" homo_lumo_gap_ev=8.8 e_tot_ha=-2174.6954 multiplicity=1 e_above_lowest_kj_mol=57.90 total_charge=+1 max_force_ev_per_a=14.77 mol_weight_g_mol=646.929
N 20.581 -43.982 26.045
H 20.964 -44.552 25.387
H 21.062 -43.347 26.816
H 20.228 -44.812 26.593
H 19.879 -43.433 25.451
C 20.692 -46.893 23.362
O 20.683 -46.637 24.775
H 21.471 -47.615 23.096
H 20.527 -46.001 22.706
H 19.957 -47.644 23.201
H 20.403 -47.583 25.289
C 19.726 -42.447 22.465
O 18.731 -42.614 23.460
H 19.564 -42.532 21.490
H 20.511 -43.056 22.751
H 20.132 -41.292 22.634
H 18.109 -43.190 23.263
C 21.026 -40.080 27.419
O 20.193 -41.241 27.735
H 21.362 -39.823 28.372
H 20.430 -39.120 27.143
H 21.682 -40.247 26.776
H 19.306 -40.889 27.717
C 16.552 -45.995 18.313
O 17.189 -45.883 19.549
C 16.640 -45.083 20.596
C 17.439 -45.567 21.854
N 16.756 -44.837 22.987
C 17.364 -45.431 24.237
C 16.850 -44.641 25.363
O 17.824 -44.868 26.429
C 17.348 -44.391 27.702
H 15.753 -46.432 18.594
H 17.321 -46.462 17.519
H 16.592 -45.057 17.747
H 15.697 -45.253 20.797
H 16.863 -43.852 20.273
H 18.514 -45.372 21.754
H 17.182 -46.759 21.806
H 15.772 -44.945 22.893
H 18.438 -45.365 24.292
H 16.971 -46.465 24.319
H 15.856 -45.140 25.803
H 16.505 -43.623 25.301
H 18.171 -44.656 28.437
H 16.426 -44.841 27.885
H 17.257 -43.245 27.702
C 22.704 -45.242 22.360
O 23.771 -44.756 23.209
C 24.867 -44.384 22.440
C 26.142 -44.180 23.203
N 27.296 -43.779 22.406
C 28.502 -43.667 23.236
C 29.714 -43.208 22.280
O 31.036 -43.191 23.019
C 32.129 -43.067 22.232
H 22.287 -44.436 21.756
H 21.939 -45.468 22.895
H 22.987 -46.114 21.782
H 24.555 -43.465 21.883
H 25.227 -45.167 21.705
H 26.484 -45.087 23.737
H 26.126 -43.399 23.849
H 27.118 -42.940 21.982
H 28.636 -44.380 23.754
H 28.532 -42.762 23.969
H 29.427 -42.259 21.645
H 29.775 -44.069 21.472
H 32.102 -41.963 21.958
H 32.115 -43.665 21.358
H 33.099 -43.198 22.739
C 21.584 -41.756 31.431
O 22.027 -42.910 30.785
C 20.964 -43.725 30.368
C 21.500 -44.890 29.597
N 20.481 -45.747 29.068
C 20.807 -46.838 28.259
C 19.604 -47.546 27.614
O 20.061 -48.437 26.640
C 19.058 -49.167 26.067
H 20.832 -41.783 32.311
H 21.230 -41.217 30.616
H 22.426 -41.032 31.606
H 20.262 -43.111 29.862
H 20.379 -44.186 31.284
H 22.183 -45.439 30.247
H 22.122 -44.410 28.903
H 19.679 -46.001 29.602
H 21.510 -47.555 28.853
H 21.641 -46.696 27.482
H 18.921 -46.978 27.141
H 19.310 -48.266 28.282
H 19.475 -49.437 25.215
H 18.146 -48.664 25.812
H 18.857 -49.973 26.703
C 23.305 -39.265 22.560
O 23.618 -39.963 23.745
C 23.637 -41.342 23.536
C 24.501 -41.925 24.770
N 23.978 -43.323 24.941
C 24.377 -44.061 26.097
C 24.171 -45.511 25.721
O 24.333 -46.318 26.858
C 24.555 -47.604 26.515
H 23.952 -39.551 21.656
H 23.337 -38.190 22.796
H 22.265 -39.521 22.469
H 23.880 -41.739 22.470
H 22.363 -41.596 23.538
H 24.279 -41.450 25.791
H 25.595 -41.689 24.705
H 24.347 -43.700 23.972
H 23.691 -43.842 27.051
H 25.399 -43.816 26.241
H 24.893 -45.619 24.922
H 23.237 -45.797 25.320
H 24.623 -48.081 27.611
H 25.509 -47.792 26.154
H 23.914 -48.098 25.727

What did the second record say?
50
Properties=species:S:1:pos:R:3 method="wB97M-V/def2-TZVPD" homo_lumo_gap_ev=7.1 e_tot_ha=-1508.5915 multiplicity=1 e_above_lowest_kj_mol=88.28 total_charge=0 max_force_ev_per_a=4.03 mol_weight_g_mol=447.947
Rb 0.107 -0.520 -0.640
C -2.900 -2.320 0.710
C -3.622 -0.975 0.553
N -2.720 0.050 0.050
C -2.781 1.357 0.688
C -2.202 1.354 2.109
S -0.491 0.747 2.176
C -0.607 -0.763 3.180
C -1.677 -1.776 2.779
N -1.615 -2.153 1.374
H -2.702 -2.726 -0.286
H -3.573 -3.028 1.213
H -4.007 -0.655 1.523
H -4.502 -1.117 -0.081
H -2.775 0.144 -0.952
H -3.800 1.762 0.738
H -2.189 2.041 0.075
H -2.809 0.757 2.793
H -2.208 2.372 2.496
H -0.726 -0.500 4.232
H 0.383 -1.212 3.066
H -2.662 -1.357 2.985
H -1.586 -2.641 3.447
H -1.017 -2.954 1.240
O 2.246 0.181 -1.310
N 2.319 1.230 -1.996
N 1.204 1.790 -2.327
O -0.010 1.373 -2.013
C 1.315 3.010 -3.113
C 0.135 3.663 -3.419
C 0.171 4.845 -4.155
C 1.377 5.372 -4.585
C 2.556 4.701 -4.274
C 2.535 3.524 -3.542
H -0.793 3.235 -3.075
H -0.758 5.352 -4.388
H 1.403 6.293 -5.157
H 3.508 5.099 -4.605
H 3.451 3.005 -3.298
C 3.754 -4.194 1.902
C 3.919 -2.821 1.845
C 2.903 -2.051 1.299
N 1.763 -2.570 0.831
C 1.623 -3.898 0.882
C 2.583 -4.749 1.407
H 4.529 -4.826 2.318
H 4.823 -2.347 2.206
H 3.010 -0.973 1.208
H 0.702 -4.308 0.470
H 2.417 -5.819 1.419